1.
Below is 3 unconnected molecules or ions with the total composition C13H18N2O4S in a non-equilibrium geometry, with properties calculated with the ωB97M-V functional and the def2-TZVPD basis.

Structure (XYZ):
```
38
Properties=species:S:1:pos:R:3:nbo_charge:R:1
H 0.13575 -3.94317 -4.06368 0.202
C -1.01121 -0.81048 2.73768 -0.263
H -1.82257 -0.32175 -0.95580 0.171
C 2.37635 2.47571 3.01565 -0.261
C 1.06398 2.04104 2.92259 0.032
C 1.20230 -0.47557 -3.14786 -0.073
C -1.60639 -0.42955 0.10311 0.029
O -0.53352 -2.32646 -5.28826 -0.690
C 0.53015 2.94416 4.96818 0.034
N -0.91882 -1.54290 0.43934 -0.443
H -0.08113 -2.60844 1.99389 0.194
S -2.23377 -2.09631 -5.33553 1.615
H 0.71738 1.48995 2.05283 0.201
H 1.90350 -2.64300 -2.69915 0.226
O -2.75614 -0.96500 -4.15310 -0.859
H 1.63690 0.17995 -4.04404 0.194
C 2.75687 3.18052 4.15300 -0.161
H 2.08259 3.96922 6.04804 0.223
O -0.16429 0.00920 -2.89819 -0.730
H -0.93868 -2.70068 -3.13942 0.184
C -0.63636 -1.70703 1.74996 0.029
H 3.08446 2.27057 2.22081 0.224
H -0.68517 -0.60538 -2.30144 0.464
H 1.89879 -0.22327 -2.21972 0.172
H -2.02617 1.05374 3.10585 0.244
H -3.11645 -1.50137 -3.38295 0.486
H 3.77657 3.53857 4.26093 0.218
C 1.81797 3.42219 5.15027 -0.264
O -2.51342 -1.35385 -6.70007 -0.850
H -0.23776 3.10439 5.71938 0.194
C -0.10222 -2.77858 -3.95488 -0.109
H -0.75897 -0.99423 3.77589 0.227
C -2.02102 0.52561 1.01739 -0.258
N 0.13079 2.25871 3.87455 -0.436
C 1.31581 -2.05888 -3.55662 -0.463
C -1.71660 0.32745 2.35998 -0.157
H -2.56839 1.40247 0.69064 0.226
H 2.01892 -2.10754 -4.51927 0.231
```

The HOMO energy comes out at -9.9 eV. As for the multiplicity: 1. The value obtained for the orbital gap is 10.2 eV.

2.
Below is 10 unconnected molecules or ions with the total composition H20O10 in a non-equilibrium geometry, with properties calculated with the ωB97M-V functional and the def2-TZVPD basis.

Structure (XYZ):
```
30
Properties=species:S:1:pos:R:3:nbo_charge:R:1
H -0.59318 0.91804 -0.40664 0.500
H 0.60731 -2.13257 -0.23396 0.474
H 2.97335 -1.58774 1.18180 0.490
H 0.88497 2.37223 -3.51774 0.483
O -3.44509 0.06892 1.70853 -0.964
O -3.84633 -0.63345 -2.35434 -0.977
H -0.32602 1.79414 1.77203 0.475
O 2.10539 -1.19420 1.12550 -0.999
H -3.89424 -0.26742 -1.48962 0.493
H 0.14400 -3.10155 0.58598 0.458
H 0.51736 1.00569 -1.47899 0.485
H 2.05618 -0.36028 0.65726 0.521
H -3.97620 0.64972 2.25186 0.461
H -2.51646 0.22079 1.94515 0.492
O 0.21087 0.48422 -0.70781 -1.019
H -3.00482 -0.84304 -2.75101 0.485
O -0.27031 -2.50665 -0.06092 -0.939
O 0.39947 2.19478 -2.69731 -0.933
H 0.87100 -1.44592 3.87898 0.469
O -0.93110 1.10052 1.47310 -0.953
O 0.49386 -0.68156 3.44291 -0.967
H -0.36950 0.36030 1.75818 0.496
H -0.09285 -1.36027 -1.86024 0.499
H 2.78823 1.42548 -0.75049 0.476
O 2.84391 1.49589 0.20711 -0.948
H 1.10346 -0.70217 2.68072 0.484
O 0.67757 -1.64066 -2.36093 -0.950
H 1.43568 -1.18491 -1.99530 0.452
H 0.39492 3.12078 -2.40647 0.476
H 2.75858 2.43092 0.40267 0.480
```

The HOMO energy comes out at -10.3 eV. As for the multiplicity: 1. The value obtained for the orbital gap is 9.9 eV. The structure (SMILES) is O.O.O.O.O.O.O.O.O.O.

3.
Below is a molecular structure, C22H36N2O9 in a non-equilibrium geometry, with properties calculated with the ωB97M-V functional and the def2-TZVPD basis.

Structure (XYZ):
```
69
Properties=species:S:1:pos:R:3:nbo_charge:R:1
H 1.30226 0.69313 2.23136 0.208
C -0.99144 2.70812 1.82626 0.636
C -0.23321 -0.29370 0.97884 0.037
N 1.12775 0.47415 -3.20956 -0.653
H 1.50179 -2.82505 4.88732 0.249
C -1.06598 1.62433 -2.99802 0.785
H -0.05690 -2.02335 -0.74620 0.364
C -0.97568 0.83401 3.07825 0.109
O -1.55239 -2.78702 2.79614 -0.509
H 1.26230 -2.63127 2.96648 0.276
H 2.62197 3.91978 -4.31745 0.171
H -1.13722 0.12709 0.41428 0.197
H -0.39255 1.17917 4.10058 0.127
C 0.88330 -0.10506 -0.07323 0.702
O -0.75522 -1.13670 4.40880 -0.607
H 2.93127 2.29936 -3.73135 0.200
O -0.39944 -1.34653 1.57949 -0.544
H -0.08213 3.43003 -1.66424 0.192
H -3.08153 3.18595 1.06013 0.205
C 1.68407 -3.00382 -2.31866 -0.192
C 0.41538 1.37685 -3.78569 -0.082
H 2.00584 -2.75377 -4.46058 0.252
H -0.87542 -3.19992 6.08465 0.197
C 1.02349 3.48379 -2.11280 -0.655
C 0.72529 3.07205 -3.60908 -0.118
H -1.55348 -4.26993 4.94563 0.204
C 1.45142 -1.61060 -2.14218 -0.132
C 0.73445 -0.62343 -3.18220 0.705
H 0.55339 -3.45689 -2.64767 0.188
H 3.38889 -3.61203 -0.90681 0.202
H 1.47701 2.78688 -1.37908 0.255
H 3.60452 -2.93307 -3.38016 0.178
N 0.89125 -1.27395 -0.93005 -0.626
C 0.31145 0.86886 2.00763 0.062
H -1.82497 2.23277 -0.03798 0.220
O 1.83093 0.66029 -0.31392 -0.664
C -0.67386 -2.79213 4.13468 0.524
H 2.10170 -4.89548 -1.49787 0.207
C -1.54498 -0.39868 3.44833 0.028
O -1.86283 1.59438 2.63116 -0.563
H -2.67394 2.11884 -3.24816 0.491
H 2.46171 -1.33632 -1.76841 0.205
H 1.60964 -3.70291 -0.41264 0.173
C 2.35774 3.06198 -4.25285 -0.579
C 2.56946 -3.40036 -3.63427 -0.587
C -1.02746 4.14367 2.80693 -0.636
H 1.73683 0.94916 -2.30094 0.468
C 0.50859 -3.14625 3.89208 -0.682
H 0.24861 3.63563 -4.17515 0.174
H -1.80361 3.71372 0.07976 0.201
H 0.70203 -4.18799 3.70398 0.260
H 2.43239 2.75496 -5.25973 0.196
H -1.87317 4.47561 3.06840 0.201
H 2.80561 -4.32163 -3.66106 0.190
O -1.34633 0.98438 -1.98717 -0.648
O 0.25058 -1.29621 -4.05900 -0.639
C -1.36848 -3.28499 5.37351 -0.564
H -2.19794 -2.94231 5.30486 0.211
H -2.47993 -1.32379 1.83616 0.170
O -1.92159 2.36108 -3.68696 -0.657
C -1.94740 2.96002 0.66507 -0.645
O 0.00269 2.18656 1.46818 -0.523
C -1.59610 -1.50741 2.44065 0.387
H 1.37284 4.46749 -2.11169 0.222
H 0.25798 1.37809 -4.83622 0.235
H -0.33552 4.50869 2.19695 0.209
H -0.33748 3.79376 3.64537 0.197
C 2.21983 -3.81944 -1.07450 -0.558
H -2.58527 -0.45254 3.78603 0.193
```

The HOMO energy comes out at -8.3 eV. As for the multiplicity: 1. The value obtained for the orbital gap is 8.9 eV.

4.
Below is 5 unconnected molecules or ions with the total composition C6H19NO5 in a non-equilibrium geometry, with properties calculated with the ωB97M-V functional and the def2-TZVPD basis.

Structure (XYZ):
```
31
Properties=species:S:1:pos:R:3:nbo_charge:R:1
H -3.29000 -2.02294 0.52082 0.210
O -0.88132 0.31186 -1.28877 -0.982
C 0.01389 -1.87761 1.32409 0.197
O -1.95308 2.50178 0.60507 -0.965
H 1.26530 1.39735 1.70758 0.242
H 0.66826 0.26157 -2.79040 0.486
H 0.19485 0.99297 0.51871 0.230
H 0.92027 2.58630 -2.45549 0.493
H -1.42516 -2.98945 0.36037 0.385
H 0.89778 -0.67400 2.94329 0.234
O 2.02577 -0.15029 -0.78187 -0.568
C 0.86010 0.50113 1.21925 -0.532
C 1.08033 -2.60375 0.97297 -0.536
H 1.16689 -3.44023 0.28739 0.210
C -2.52473 -1.54878 1.11087 -0.417
H -0.06467 -0.13177 -1.01693 0.494
H -2.42497 -0.50051 0.83272 0.188
H 2.98746 -0.13760 0.93878 0.125
C 2.02955 0.00441 0.41760 0.470
O 0.87431 3.20601 -1.71339 -0.962
C 0.21168 -0.57244 2.10005 -0.447
H -2.97482 -1.49042 2.11118 0.193
H -1.91593 3.16960 -0.08090 0.482
H 2.07573 -2.33733 1.31528 0.195
H 0.87431 2.70947 -0.90818 0.459
H -1.49498 -0.34976 -1.62220 0.482
H -0.43730 1.19643 -3.40161 0.480
N -1.26724 -2.28537 1.06260 -0.609
O 0.44874 0.85324 -3.50657 -0.958
H -0.71359 -0.32446 2.61703 0.237
H -1.78214 1.63488 0.22757 0.482
```

The HOMO energy comes out at -8.3 eV. As for the multiplicity: 1. The value obtained for the orbital gap is 8.6 eV. The structure (SMILES) is C=C(CCC=O)NC.O.O.O.O.

5.
Below is 11 unconnected molecules or ions with the total composition H22O11 in a non-equilibrium geometry, with properties calculated with the ωB97M-V functional and the def2-TZVPD basis.

Structure (XYZ):
```
33
Properties=species:S:1:pos:R:3:nbo_charge:R:1
H -1.11535 -1.28199 1.18875 0.492
H -0.10305 -1.56463 -1.10277 0.471
H -0.42495 2.67228 0.52200 0.504
O 2.34939 -2.45567 -0.19529 -0.962
H 3.05029 -2.84538 0.32922 0.482
H 1.72912 1.93564 0.20956 0.483
H -2.40979 -1.35846 -0.93194 0.508
H -2.50484 -1.31395 1.88757 0.476
O 0.43777 2.87206 0.94003 -0.960
H 0.74748 -2.30832 -2.03973 0.467
H 2.72415 -0.60898 2.82063 0.481
O 2.96113 -0.36707 -1.99256 -0.979
H 3.44674 0.04811 1.52887 0.497
O 2.67439 0.10930 2.15195 -0.974
O 0.08770 -0.29201 0.49634 -0.968
O -1.74270 2.29764 -0.99457 -0.969
O -1.97653 -1.72616 1.15332 -0.992
H 1.51339 -2.84776 0.09767 0.487
H 2.68305 -1.18829 -1.61854 0.471
H -3.45651 -0.63541 -1.69599 0.473
H 0.32003 2.65877 1.83974 0.472
O -2.55992 -0.53078 -1.37235 -0.967
H -3.32653 0.45623 0.31259 0.486
H -2.55397 2.72370 -0.78366 0.480
O 2.45395 1.69177 -0.31335 -0.961
O -0.14445 -1.97622 -1.94935 -0.943
H 3.11389 2.17228 0.15494 0.469
H 2.61653 0.33318 -1.49141 0.486
O -4.10546 0.83039 0.65934 -0.973
H -1.97440 1.39676 -1.17540 0.497
H -4.91781 0.51251 0.20525 0.476
H -0.49708 0.41192 0.40956 0.473
H 0.90434 0.17851 0.74958 0.518
```

The HOMO energy comes out at -10.0 eV. As for the multiplicity: 1. The value obtained for the orbital gap is 9.9 eV. The structure (SMILES) is O.O.O.O.O.O.O.O.O.O.O.

6.
Below is a single C2H2O3S2 molecule in a non-equilibrium geometry, with properties calculated with the ωB97M-V functional and the def2-TZVPD basis.

Structure (XYZ):
```
9
Properties=species:S:1:pos:R:3:nbo_charge:R:1
O 0.02612 -1.63308 0.60902 -0.599
H -0.54706 0.26037 0.96913 0.172
S -1.61770 -1.64539 0.06082 1.367
O 0.39884 0.14372 -0.85092 -0.490
C -0.30416 -0.39356 0.22899 0.205
O -2.50417 -1.53441 1.24146 -0.874
C 1.28478 1.17269 -0.60995 0.016
S 1.98669 1.84192 -1.98206 -0.008
H 1.27666 1.78773 0.33350 0.211
```

The HOMO energy (spin up / spin down) comes out at -9.4 / -9.4 eV. As for the multiplicity: 1. The value obtained for the orbital gap (spin up / spin down) is 8.7 / 8.7 eV.

Electronic energy (hartree)
-1314.68211; -764.34664; -1645.69534; -670.90399; -840.82360; -1099.39278
Relative energy (zero: lowest compared OMol25 entry of this formula, charge and spin) (kJ/mol)
414.63; 355.18; 2375.40; 211.33; 148.42; 22.12